Formula: C10H10F6N2O2
Source: the Open Molecules 2025 dataset
Level of theory: ωB97M-V with the def2-TZVPD basis set

For the HOMO energy, the calculation gives -7.39 eV. Its SMILES is Nc1cc(N)c(OCC(F)(F)F)cc1OCC(F)(F)F. As for the total energy: -1246.28624 a.u. The calculation puts the strongest force on any atom at 0.6 eV Å⁻¹. The value obtained for the LUMO energy is 0.6 eV.

Geometry as XYZ:
```
30
Properties=species:S:1:pos:R:3:forces:R:3:nbo_charge:R:1
N -2.40284 -2.59966 0.24776 -0.36 -0.11 0.07 -0.801
C -1.21240 -1.92522 0.08333 0.28 0.46 0.08 0.153
C 0.00068 -2.59854 0.00234 0.00 0.33 0.00 -0.296
C 1.21335 -1.92482 -0.08182 -0.28 0.46 -0.09 0.153
N 2.40428 -2.59920 -0.24276 0.36 -0.11 -0.07 -0.801
C 1.19803 -0.52216 -0.07544 0.25 -0.16 0.06 0.211
O 2.45226 0.08212 -0.13942 -0.30 -0.34 -0.04 -0.502
C 2.52268 1.46645 0.00008 0.17 0.25 0.04 -0.141
C 4.00364 1.83064 0.04235 0.00 0.10 0.04 0.961
F 4.64230 1.51909 -1.08675 -0.05 -0.17 -0.28 -0.317
F 4.64829 1.22167 1.04094 -0.05 -0.22 0.21 -0.319
F 4.16104 3.15169 0.22628 -0.27 0.18 0.02 -0.326
C -0.00026 0.16937 -0.00450 0.00 0.03 0.00 -0.305
C -1.19804 -0.52257 0.07006 -0.25 -0.16 -0.06 0.211
O -2.45279 0.08094 0.13078 0.30 -0.34 0.04 -0.502
C -2.52342 1.46560 -0.00475 -0.17 0.25 -0.04 -0.141
C -4.00443 1.83018 -0.04022 -0.01 0.10 -0.04 0.961
F -4.63919 1.51374 1.08974 0.06 -0.18 0.28 -0.317
F -4.65280 1.22585 -1.03922 0.05 -0.22 -0.21 -0.319
F -4.16216 3.15207 -0.21770 0.27 0.18 -0.02 -0.326
H -2.42419 -3.55051 -0.08202 -0.07 0.09 -0.03 0.381
H -3.22805 -2.05792 0.04776 -0.03 -0.11 -0.04 0.397
H 0.00101 -3.67796 0.00506 0.00 -0.18 0.00 0.206
H 2.42617 -3.54847 0.09149 0.07 0.09 0.03 0.381
H 3.22911 -2.05594 -0.04527 0.03 -0.11 0.04 0.397
H 2.06708 1.81588 0.93856 0.06 -0.05 -0.15 0.198
H 2.07336 1.99838 -0.85169 0.05 -0.07 0.14 0.196
H -0.00056 1.24670 -0.00756 0.00 0.13 0.00 0.213
H -2.07150 1.81756 -0.94406 -0.06 -0.05 0.15 0.198
H -2.07064 1.99505 0.84666 -0.05 -0.07 -0.14 0.196
```
Positions in Å, forces in eV/Å.